1.
Computed, not measured: a molecular structure, H2N2O4S, with ωB97M-V with the def2-TZVPD basis set.

Summary:
Max |F|   3.89 eV Å⁻¹
HOMO-LUMO gap   11.040 eV
Energy above the lowest of the compared OMol25 structures with the same formula, charge and spin   2.840 eV
Net charge   0
HOMO energy   -10.68 eV

The geometry in XYZ format:
```
9
Properties=species:S:1:pos:R:3:nbo_charge:R:1
N -0.99 1.54 0.54 -0.37
N 0.18 1.49 0.20 0.53
O 0.74 -0.43 -0.98 -0.91
O 0.63 2.01 -0.80 -0.44
O 1.16 0.91 0.98 -0.52
O 2.88 -0.69 0.35 -0.90
S 2.10 0.25 -0.32 1.77
H 0.89 -1.15 -1.50 0.50
H -1.11 1.02 1.42 0.35
```

=====

2.
Computed, not measured: a molecular structure, C37H61BClN6O7P2Rb, with ωB97M-V with the def2-TZVPD basis set.

Summary:
Max |F|   0.54 eV Å⁻¹
HOMO-LUMO gap   4.960 eV
Energy above the lowest of the compared OMol25 structures with the same formula, charge and spin   0.000 eV
Net charge   -2
HOMO energy   -1.07 eV

The geometry in XYZ format:
```
116
Properties=species:S:1:pos:R:3:lowdin_charge:R:1
Rb -1.10 0.47 -2.54 0.76
C -2.26 3.88 -0.51 -0.10
C -1.87 3.92 0.97 -0.70
C -3.12 3.56 1.77 -0.12
C -1.39 5.32 1.36 -0.10
P -0.63 2.50 1.15 1.15
C 0.74 3.13 0.05 -0.31
N 1.81 2.17 -0.08 -0.07
B 1.63 0.78 -0.57 -0.35
N 3.05 0.38 -0.67 -0.07
C 3.52 -0.84 -1.27 -0.32
P 2.73 -2.33 -0.49 1.14
C 2.82 -3.52 -1.94 -0.70
C 1.69 -3.04 -2.87 -0.10
C 4.13 -3.58 -2.73 -0.09
C 2.46 -4.93 -1.47 -0.11
C 4.04 -2.78 0.78 -0.71
C 5.41 -3.22 0.26 -0.10
C 3.47 -3.88 1.69 -0.11
C 4.21 -1.51 1.62 -0.10
C 3.92 1.42 -0.39 -0.20
C 5.30 1.51 -0.44 -0.05
C 5.91 2.72 -0.12 -0.14
C 5.15 3.83 0.23 -0.14
C 3.76 3.75 0.27 -0.04
C 3.14 2.55 -0.02 -0.19
C 0.15 2.60 2.86 -0.69
C 1.13 3.75 3.09 -0.09
C -0.95 2.65 3.92 -0.12
C 0.91 1.27 3.03 -0.11
H -3.21 4.40 -0.67 0.09
H -2.38 2.84 -0.82 0.05
H -1.51 4.35 -1.15 0.08
H -3.92 4.28 1.54 0.08
H -2.96 3.57 2.85 0.04
H -3.47 2.57 1.48 0.07
H -2.16 6.06 1.10 0.08
H -0.48 5.60 0.84 0.07
H -1.21 5.41 2.43 0.06
H 1.12 4.09 0.41 0.07
H 0.31 3.31 -0.93 0.08
H 4.61 -0.92 -1.19 0.07
H 3.28 -0.86 -2.34 0.08
H 1.85 -2.02 -3.23 0.08
H 0.73 -3.06 -2.35 0.04
H 1.62 -3.70 -3.74 0.09
H 4.42 -2.60 -3.11 0.07
H 3.99 -4.24 -3.60 0.08
H 4.95 -3.99 -2.14 0.05
H 1.56 -4.92 -0.85 0.07
H 3.27 -5.39 -0.89 0.06
H 2.27 -5.58 -2.33 0.08
H 5.37 -4.19 -0.24 0.06
H 6.11 -3.31 1.09 0.08
H 5.83 -2.49 -0.45 0.07
H 3.34 -4.83 1.17 0.06
H 2.49 -3.58 2.08 0.06
H 4.14 -4.04 2.54 0.08
H 4.73 -0.72 1.08 0.06
H 4.79 -1.75 2.52 0.08
H 3.24 -1.11 1.94 0.08
H 5.90 0.66 -0.74 0.09
H 6.99 2.80 -0.16 0.08
H 5.64 4.77 0.46 0.08
H 3.18 4.63 0.52 0.09
H 0.67 4.73 2.90 0.06
H 2.01 3.66 2.47 0.06
H 1.46 3.74 4.14 0.08
H -1.45 3.62 3.95 0.06
H -0.51 2.47 4.91 0.08
H -1.70 1.88 3.75 0.08
H 1.69 1.15 2.28 0.06
H 0.23 0.42 2.95 0.07
H 1.37 1.24 4.03 0.08
O 1.33 2.78 -5.57 -0.35
Cl 0.10 2.12 -5.21 0.61
O -0.82 2.16 -6.31 -0.36
O 0.38 0.73 -4.86 -0.50
O -0.49 2.77 -4.05 -0.48
C -3.34 -2.43 -0.20 -0.16
N -2.08 -1.71 -0.35 -0.10
C -1.75 -1.07 0.92 -0.19
N -1.63 -2.05 2.01 -0.08
C -2.90 -2.77 2.11 -0.19
N -3.27 -3.45 0.86 -0.08
C -2.18 -4.37 0.53 -0.19
N -0.88 -3.70 0.38 -0.07
C -1.02 -2.67 -0.66 -0.21
C -0.58 -3.01 1.64 -0.19
H -3.60 -2.91 -1.15 0.13
H -4.13 -1.72 0.05 0.12
H -2.52 -0.34 1.16 0.11
H -0.79 -0.55 0.80 0.07
H -3.69 -2.06 2.36 0.12
H -2.83 -3.52 2.91 0.11
H -2.42 -4.87 -0.41 0.12
H -2.10 -5.13 1.32 0.11
H -1.26 -3.17 -1.61 0.13
H -0.08 -2.14 -0.75 0.06
H 0.36 -2.46 1.51 0.09
H -0.47 -3.75 2.44 0.12
O -4.14 0.81 -0.74 -0.02
C -5.47 0.81 -0.91 -0.28
C -6.29 1.53 -0.02 -0.03
C -7.66 1.53 -0.20 -0.12
C -8.25 0.82 -1.24 -0.12
C -7.43 0.11 -2.11 -0.04
C -6.05 0.09 -1.97 -0.07
C -5.18 -0.69 -2.94 -0.60
O -5.73 -1.36 -3.82 0.01
O -3.92 -0.58 -2.75 -0.11
H -3.84 0.21 -1.54 0.01
H -5.82 2.08 0.78 0.10
H -8.28 2.09 0.49 0.09
H -9.32 0.82 -1.37 0.08
H -7.85 -0.46 -2.94 0.11
```

=====

3.
Computed, not measured: 2 unconnected molecules or ions with the total composition C7H16O2Si, with ωB97M-V with the def2-TZVPD basis set.

Summary:
Max |F|   6.03 eV Å⁻¹
HOMO-LUMO gap   7.576 eV
Energy above the lowest of the compared OMol25 structures with the same formula, charge and spin   5.520 eV
Net charge   0
HOMO energy   -8.23 eV

The geometry in XYZ format:
```
26
Properties=species:S:1:pos:R:3:nbo_charge:R:1
C -2.62 -0.55 -1.54 -0.49
C -2.25 -1.86 -0.82 -0.48
C -2.21 -0.57 -0.16 0.71
C -2.45 1.40 0.95 -0.28
C 2.46 -1.05 -0.89 -1.14
C 0.80 -0.52 1.69 -1.12
C 2.30 1.93 -0.05 -1.12
O -2.36 0.05 0.96 -0.40
O -0.11 0.40 -0.87 -1.27
Si 1.28 0.22 -0.09 1.87
H -2.00 -0.19 -2.32 0.29
H -3.75 -0.46 -1.92 0.24
H -2.89 -2.65 -0.49 0.25
H -1.29 -2.23 -1.05 0.27
H -2.05 1.81 1.81 0.21
H -3.50 1.67 0.80 0.19
H -1.95 2.01 0.05 0.24
H 2.45 -1.99 -0.38 0.22
H 2.10 -1.32 -1.83 0.23
H 3.56 -0.71 -1.03 0.23
H 1.70 -0.53 2.27 0.22
H -0.09 -0.22 2.28 0.22
H 0.78 -1.57 1.40 0.21
H 2.48 2.31 -1.16 0.23
H 1.78 2.79 0.42 0.22
H 3.35 1.69 0.31 0.22
```

=====

4.
Computed, not measured: a gas-phase ion, C3H6NO2S (charge -1), with ωB97M-V with the def2-TZVPD basis set.

Summary:
SMILES string   N[C@H](CS)C(=O)[O-]
Max |F|   2.68 eV Å⁻¹
HOMO-LUMO gap   7.044 eV
Energy above the lowest of the compared OMol25 structures with the same formula, charge and spin   0.354 eV
Net charge   -1
HOMO energy   -3.73 eV

The geometry in XYZ format:
```
13
Properties=species:S:1:pos:R:3:nbo_charge:R:1
N -0.44 -1.31 -0.86 -0.85
C -0.53 -0.25 0.15 -0.20
C 0.32 0.90 -0.25 -0.47
S -0.03 1.76 -1.89 -0.17
C 0.14 -0.87 1.53 0.77
O 1.31 -1.24 1.39 -0.79
O -0.66 -0.92 2.48 -0.78
H -0.93 -2.13 -0.53 0.35
H 0.51 -1.63 -0.97 0.36
H -1.59 -0.12 0.36 0.20
H 0.18 1.76 0.40 0.21
H 1.38 0.64 -0.28 0.23
H -1.09 1.04 -2.22 0.13
```

=====

5.
Computed, not measured: a single C2H4N4S2 molecule, with ωB97M-V with the def2-TZVPD basis set.

Summary:
SMILES string   S=C1NNC(=S)NN1
Max |F|   0.67 eV Å⁻¹
HOMO-LUMO gap   8.631 eV
Energy above the lowest of the compared OMol25 structures with the same formula, charge and spin   1.353 eV
Net charge   0
HOMO energy   -8.28 eV

The geometry in XYZ format:
```
12
Properties=species:S:1:pos:R:3:nbo_charge:R:1
S 1.41 2.64 -0.79 -0.25
C 0.66 1.21 -0.36 0.26
N 1.31 0.17 0.17 -0.44
N 0.67 -1.03 0.53 -0.45
C -0.66 -1.21 0.37 0.26
S -1.41 -2.64 0.78 -0.24
N -1.31 -0.17 -0.17 -0.44
N -0.67 1.03 -0.52 -0.44
H 2.30 0.23 0.32 0.43
H 1.25 -1.75 0.95 0.44
H -2.31 -0.23 -0.33 0.43
H -1.23 1.76 -0.94 0.44
```

=====

6.
Computed, not measured: a molecular structure, CH22Ni2O14, with ωB97M-V with the def2-TZVPD basis set.

Summary:
Max |F|   2.98 eV Å⁻¹
HOMO-LUMO gap (alpha / beta)   8.798 / 7.541 eV
Energy above the lowest of the compared OMol25 structures with the same formula, charge and spin   0.000 eV
<S²>   6.01
Net charge   +2
Multiplicity   5
HOMO energy (alpha / beta)   -16.27 / -16.27 eV

The geometry in XYZ format:
```
39
Properties=species:S:1:pos:R:3:lowdin_spin:R:1
Ni 21.87 11.07 -11.22 1.83
Ni 17.47 13.97 -9.97 1.77
C 19.09 12.08 -10.40 0.01
O 17.92 12.16 -10.93 0.06
O 19.95 11.19 -10.68 0.05
O 19.36 13.09 -9.63 0.11
O 16.85 13.12 -8.15 0.04
H 17.35 12.57 -7.52 0.00
H 15.92 13.03 -7.90 0.00
O 18.76 11.67 -13.91 0.00
H 18.30 12.01 -13.13 0.00
H 18.09 11.66 -14.61 0.00
O 21.70 9.02 -11.50 0.03
H 21.06 8.43 -11.05 0.00
H 22.25 8.44 -12.05 0.00
O 19.99 11.10 -7.46 0.00
H 20.68 10.55 -7.85 0.00
H 19.88 11.86 -8.06 0.00
O 15.75 11.04 -12.30 0.00
H 16.03 10.59 -13.10 0.00
H 16.57 11.36 -11.87 0.00
O 19.78 8.24 -8.89 0.00
H 19.44 8.11 -9.79 0.00
H 19.50 9.13 -8.64 0.00
O 22.17 13.15 -11.26 0.03
H 22.33 13.68 -12.06 0.00
H 21.86 13.79 -10.59 0.00
O 18.61 8.75 -11.40 0.00
H 18.59 9.69 -11.17 0.00
H 18.39 8.70 -12.34 0.00
O 20.91 15.19 -9.09 0.00
H 20.23 14.59 -9.46 0.00
H 21.38 14.67 -8.41 0.00
O 18.14 15.59 -8.78 0.02
H 17.65 16.39 -8.53 0.00
H 19.07 15.74 -8.50 0.00
O 21.32 11.24 -13.23 0.04
H 20.41 11.55 -13.49 0.00
H 21.82 11.17 -14.05 0.00
```